(1)
C23H15Br2Cl3N3ORe | ωB97M-V/def2-TZVPD

**Spin multiplicity**: 2
**E**: -7730.78447 Eh
**LUMO level (alpha / beta)**: -12.62 / -12.57 eV
**Energy above the lowest of the compared OMol25 structures with the same formula, charge and spin**: 33.1 kcal/mol
**<S²>**: 0.781
**F_max**: 0.04767 Eh/bohr
**Total charge**: +3
**HOMO level (alpha / beta)**: -16.04 / -16.07 eV

Element x y z (Å)
Re 0.32 -0.10 0.27
Br -3.90 -5.92 2.87
C -2.75 -4.72 1.94
C -2.68 -3.38 2.33
C -1.87 -2.51 1.64
C -1.13 -2.94 0.53
C -1.18 -4.30 0.18
C -1.99 -5.18 0.86
N -0.38 -2.02 -0.23
C -0.19 -2.29 -1.49
C 0.65 -1.44 -2.28
C 0.94 -1.71 -3.62
C 1.79 -0.86 -4.30
C 2.31 0.24 -3.63
C 1.96 0.46 -2.30
N 1.16 -0.36 -1.62
H -3.28 -3.04 3.16
H -1.85 -1.47 1.94
H -0.56 -4.68 -0.62
H -2.04 -6.21 0.55
H -0.66 -3.14 -1.98
H 0.50 -2.56 -4.10
H 2.05 -1.05 -5.33
H 2.99 0.92 -4.13
H 2.36 1.32 -1.77
Cl -1.63 5.88 3.62
C -1.43 4.28 3.11
C -0.50 4.00 2.09
C -0.37 2.70 1.67
Cl 0.72 2.20 0.43
C -1.12 1.62 2.21
O -0.94 0.43 1.78
C -2.04 1.94 3.27
Cl -2.91 0.67 3.99
C -2.18 3.25 3.69
H 0.08 4.80 1.65
H -2.88 3.49 4.47
Br 3.14 -2.36 -0.21
C 3.06 -1.37 1.39
C 4.13 -1.50 2.28
C 4.06 -0.86 3.51
C 2.91 -0.13 3.80
C 1.92 -0.02 2.85
N 1.98 -0.61 1.64
H 4.99 -2.09 2.00
H 4.86 -0.94 4.23
H 2.80 0.35 4.76
H 1.04 0.57 3.08

=====

(2)
C23H15Br2N2O2 | ωB97M-V/def2-TZVPD

**E**: -6293.48256 Eh
**LUMO level**: 1.08 eV
**F_max**: 0.04899 Eh/bohr
**Total charge**: -1
**HOMO level**: -3.61 eV

Element x y z (Å)
C 1.33 -2.26 3.32
C 2.71 -2.24 3.22
N 3.89 -2.18 3.20
C 0.51 -2.26 2.17
C -0.90 -2.06 2.25
C -1.71 -2.24 1.14
C -1.14 -2.60 -0.09
C -1.99 -2.84 -1.23
N -2.68 -3.04 -2.16
C 0.25 -2.73 -0.21
C 1.07 -2.54 0.89
H 0.88 -2.08 4.29
H -1.34 -1.79 3.22
H -2.79 -2.12 1.22
H 0.68 -2.98 -1.18
H 2.15 -2.64 0.79
C -4.51 -5.31 5.72
O -3.77 -5.24 4.48
C -2.42 -5.42 4.52
C -1.69 -5.56 5.72
C -0.31 -5.49 5.68
C 0.39 -5.32 4.46
C 1.79 -5.09 4.38
C 2.60 -4.57 5.40
C 4.02 -4.80 5.38
C 4.87 -4.16 6.24
Br 6.73 -4.43 6.20
C 4.36 -3.17 7.25
O 5.11 -2.53 7.99
C 2.88 -3.02 7.27
Br 2.17 -1.78 8.50
C 2.07 -3.72 6.42
C -0.37 -5.39 3.25
C -1.74 -5.38 3.27
H -5.55 -5.17 5.41
H -4.38 -6.29 6.21
H -4.20 -4.51 6.41
H -2.22 -5.67 6.67
H 0.24 -5.58 6.62
H 2.29 -5.41 3.46
H 4.44 -5.49 4.65
H 1.00 -3.56 6.49
H 0.16 -5.37 2.30
H -2.33 -5.31 2.36

=====

(3)
C23H15BrIN6O2PbSe | ωB97M-V/def2-TZVPD

**E**: -6829.46178 Eh
**LUMO level (alpha / beta)**: -12.24 / -10.45 eV
**Energy above the lowest of the compared OMol25 structures with the same formula, charge and spin**: 6.3 kcal/mol
**F_max**: 0.02729 Eh/bohr
**Total charge**: +3
**HOMO level (alpha / beta)**: -17.11 / -17.11 eV

Element x y z (Å)
Pb -0.08 0.35 0.25
O -0.01 2.98 3.84
C 0.05 2.55 2.69
N -0.37 1.30 2.35
C -0.92 0.71 3.43
O -0.91 1.22 4.55
C -1.60 -0.61 3.15
C -2.28 -1.24 4.19
C -2.90 -2.45 3.89
C -2.84 -2.95 2.60
C -2.16 -2.22 1.63
N -1.55 -1.08 1.91
C 0.53 3.38 1.53
C 0.91 4.69 1.77
C 1.33 5.46 0.68
C 1.30 4.89 -0.58
C 0.87 3.57 -0.72
N 0.51 2.82 0.32
H -2.31 -0.80 5.17
H -3.44 -2.98 4.67
H -3.32 -3.88 2.34
H -2.13 -2.56 0.60
H 0.88 5.09 2.77
H 1.65 6.48 0.82
H 1.60 5.45 -1.45
H 0.81 3.11 -1.70
Se 2.27 -3.28 2.74
N 3.87 -2.90 2.23
C 3.84 -1.82 1.47
C 4.93 -1.17 0.84
C 4.65 -0.05 0.10
C 3.33 0.42 -0.02
N 2.28 -0.16 0.54
C 2.51 -1.27 1.29
N 1.53 -1.92 1.89
H 5.93 -1.56 0.94
H 5.44 0.49 -0.40
H 3.13 1.31 -0.61
Br 0.42 -1.59 -6.76
C -1.18 -1.71 -5.82
C -2.31 -2.20 -6.50
C -3.51 -2.30 -5.85
C -3.61 -1.92 -4.49
C -2.50 -1.44 -3.80
C -1.29 -1.32 -4.45
I 0.37 -0.57 -3.40
H -2.22 -2.49 -7.54
H -4.38 -2.68 -6.38
H -4.56 -2.01 -3.98
H -2.59 -1.14 -2.77

=====

Repeat the second record exactly.
C23H15Br2N2O2 | ωB97M-V/def2-TZVPD

**E**: -6293.48256 Eh
**LUMO level**: 1.08 eV
**F_max**: 0.04899 Eh/bohr
**Total charge**: -1
**HOMO level**: -3.61 eV

Element x y z (Å)
C 1.33 -2.26 3.32
C 2.71 -2.24 3.22
N 3.89 -2.18 3.20
C 0.51 -2.26 2.17
C -0.90 -2.06 2.25
C -1.71 -2.24 1.14
C -1.14 -2.60 -0.09
C -1.99 -2.84 -1.23
N -2.68 -3.04 -2.16
C 0.25 -2.73 -0.21
C 1.07 -2.54 0.89
H 0.88 -2.08 4.29
H -1.34 -1.79 3.22
H -2.79 -2.12 1.22
H 0.68 -2.98 -1.18
H 2.15 -2.64 0.79
C -4.51 -5.31 5.72
O -3.77 -5.24 4.48
C -2.42 -5.42 4.52
C -1.69 -5.56 5.72
C -0.31 -5.49 5.68
C 0.39 -5.32 4.46
C 1.79 -5.09 4.38
C 2.60 -4.57 5.40
C 4.02 -4.80 5.38
C 4.87 -4.16 6.24
Br 6.73 -4.43 6.20
C 4.36 -3.17 7.25
O 5.11 -2.53 7.99
C 2.88 -3.02 7.27
Br 2.17 -1.78 8.50
C 2.07 -3.72 6.42
C -0.37 -5.39 3.25
C -1.74 -5.38 3.27
H -5.55 -5.17 5.41
H -4.38 -6.29 6.21
H -4.20 -4.51 6.41
H -2.22 -5.67 6.67
H 0.24 -5.58 6.62
H 2.29 -5.41 3.46
H 4.44 -5.49 4.65
H 1.00 -3.56 6.49
H 0.16 -5.37 2.30
H -2.33 -5.31 2.36